[1]
{
  "formula": "C5H11ClN2",
  "method": "the ωB97M-V functional and the def2-TZVPD basis",
  "e_above_lowest_kcal_mol": 3.5,
  "homo_energy_ev": -9.226,
  "homo_lumo_gap_ev": 10.2,
  "total_energy_ha": -766.8019,
  "smiles": "CC1(Cl)[C@@H](N)C[C@@H]1N",
  "mol_weight_da": 134.61,
  "symbols": ["C", "C", "C", "C", "C", "H", "H", "H", "H", "H", "H", "H", "H", "H", "H", "H", "N", "N", "Cl"],
  "positions_angstrom": [[0.018, -1.336, 1.398], [0.498, -0.621, 0.144], [0.840, 0.877, 0.402], [-0.580, 1.220, -0.142], [-0.639, -0.174, -0.808], [-0.775, -0.751, 1.873], [0.853, -1.461, 2.103], [-0.425, -2.318, 1.162], [1.016, 1.075, 1.470], [1.964, 1.121, -1.300], [2.005, 2.383, -0.285], [-1.329, 1.315, 0.666], [-0.614, 2.077, -0.757], [-0.240, -0.135, -1.840], [-2.637, -0.363, -1.174], [-1.836, -1.774, -1.224], [2.001, 1.363, -0.325], [-1.889, -0.878, -0.715], [1.768, -1.621, -0.648]]
}

=====

[2]
{
  "formula": "C5H11ClNOP",
  "method": "the ωB97M-V functional and the def2-TZVPD basis",
  "e_above_lowest_kcal_mol": 12.7,
  "homo_energy_ev": -8.587,
  "homo_lumo_gap_ev": 9.3,
  "total_energy_ha": -1128.6438,
  "mol_weight_da": 167.58,
  "symbols": ["C", "C", "C", "C", "C", "N", "O", "P", "Cl", "H", "H", "H", "H", "H", "H", "H", "H", "H", "H", "H"],
  "positions_angstrom": [[-1.012, -0.109, 0.727], [-2.012, -0.777, -0.138], [-0.195, 1.100, -2.213], [1.559, -0.410, 2.555], [0.344, -0.060, -1.423], [0.205, 0.002, 0.243], [-1.068, 0.312, 1.942], [1.061, 0.954, 1.405], [2.794, 0.934, 0.405], [-2.202, -0.220, -1.123], [-2.970, -1.160, 0.204], [-1.551, -1.706, -0.463], [0.211, 1.044, -3.193], [-1.376, 1.144, -2.289], [0.242, 2.089, -1.895], [1.389, 0.008, 3.604], [2.523, -0.796, 2.503], [0.823, -1.204, 2.492], [-0.193, -0.940, -1.811], [1.429, -0.202, -1.531]]
}

=====

[3]
{
  "formula": "C5H11ClO2",
  "method": "the ωB97M-V functional and the def2-TZVPD basis",
  "e_above_lowest_kcal_mol": 33.6,
  "homo_energy_ev": -9.662,
  "homo_lumo_gap_ev": 10.3,
  "total_energy_ha": -807.7209,
  "smiles": "CO[C@@](O)(Cl)C(C)C",
  "mol_weight_da": 138.59,
  "symbols": ["C", "C", "C", "C", "C", "O", "O", "Cl", "H", "H", "H", "H", "H", "H", "H", "H", "H", "H", "H"],
  "positions_angstrom": [[-1.978, -0.642, -0.781], [0.138, -1.902, -0.260], [1.822, 1.420, 1.373], [-0.631, -0.635, 0.000], [0.169, 0.635, -0.472], [-0.487, 1.761, -0.113], [1.612, 0.498, 0.306], [0.810, 0.585, -2.179], [-1.969, -0.391, -1.916], [-2.705, 0.012, -0.257], [-2.446, -1.714, -0.688], [1.096, -2.031, 0.357], [-0.464, -2.673, 0.109], [0.488, -1.996, -1.213], [2.128, 2.471, 1.002], [2.434, 0.956, 2.188], [0.885, 1.629, 1.833], [-0.770, -0.586, 1.083], [-0.132, 2.602, -0.374]]
}

=====

[4]
{
  "formula": "C5H11ClS",
  "method": "the ωB97M-V functional and the def2-TZVPD basis",
  "e_above_lowest_kcal_mol": 221.6,
  "homo_energy_ev": -4.125,
  "homo_lumo_gap_ev": 4.8,
  "total_energy_ha": -1055.1032,
  "mol_weight_da": 138.66,
  "symbols": ["C", "C", "C", "C", "C", "H", "H", "H", "H", "H", "H", "H", "H", "H", "H", "H", "S", "Cl"],
  "positions_angstrom": [[2.807, -0.521, 0.686], [2.225, 0.180, -0.500], [1.092, -0.106, -1.131], [-2.832, -0.820, 0.470], [-1.273, 1.349, -0.159], [3.805, -0.914, 0.452], [2.928, 0.178, 1.523], [2.175, -1.350, 1.016], [2.784, 1.023, -0.902], [0.732, 0.450, -1.988], [-2.569, -0.684, 1.522], [-3.719, -0.233, 0.238], [-3.063, -1.898, 0.302], [-2.182, 1.914, -0.386], [-1.030, 1.459, 0.902], [-0.451, 1.762, -0.749], [-1.453, -0.388, -0.611], [0.025, -1.402, -0.683]]
}

=====

[5]
{
  "formula": "C5H11F2N",
  "method": "the ωB97M-V functional and the def2-TZVPD basis",
  "e_above_lowest_kcal_mol": 66.3,
  "homo_energy_ev": -8.673,
  "homo_lumo_gap_ev": 9.6,
  "total_energy_ha": -451.5073,
  "smiles": "CN(C)C(CF)CF",
  "mol_weight_da": 123.15,
  "symbols": ["C", "C", "C", "C", "C", "H", "H", "H", "H", "H", "H", "H", "H", "H", "H", "H", "N", "F", "F"],
  "positions_angstrom": [[1.455, -0.529, 0.940], [1.392, -0.139, -1.423], [-0.622, 0.374, -0.035], [-1.011, 0.656, 1.395], [-1.660, -0.251, -0.840], [2.141, -1.473, 0.864], [2.034, 0.429, 1.232], [0.771, -0.589, 1.801], [0.876, 0.131, -2.288], [2.023, -0.986, -1.591], [2.123, 0.655, -1.242], [-0.454, 1.386, -0.393], [-0.211, 1.198, 1.960], [-1.841, 1.366, 1.172], [-2.815, -0.131, -0.436], [-1.541, -1.421, -0.753], [0.652, -0.454, -0.181], [-1.564, -0.461, 2.081], [-1.749, 0.239, -2.264]]
}

=====

[6]
{
  "formula": "C5H11F2O3P",
  "method": "the ωB97M-V functional and the def2-TZVPD basis",
  "e_above_lowest_kcal_mol": 181.6,
  "homo_energy_ev": [-8.365, -8.364],
  "homo_lumo_gap_ev": [8.9, 8.9],
  "total_energy_ha": -963.6566,
  "mol_weight_da": 188.11,
  "symbols": ["C", "C", "C", "C", "C", "O", "O", "O", "F", "F", "P", "H", "H", "H", "H", "H", "H", "H", "H", "H", "H", "H"],
  "positions_angstrom": [[-1.433, 2.484, -1.476], [0.363, -1.229, 1.640], [-0.793, 1.226, -0.863], [1.600, -1.825, 0.980], [1.177, -0.964, -2.959], [-1.035, 0.073, -1.735], [1.690, -1.245, -0.378], [-0.574, 0.244, -2.988], [1.189, -1.437, -4.141], [2.125, -0.015, -2.722], [0.595, -1.822, -1.453], [-1.305, 3.214, -0.673], [-0.921, 3.009, -2.227], [-2.498, 2.205, -1.681], [0.222, -1.840, 2.516], [0.477, -0.263, 1.866], [-0.445, -1.334, 1.042], [-1.171, 0.705, -0.024], [0.271, 1.155, -0.872], [1.506, -2.834, 0.997], [2.495, -1.421, 1.534], [1.337, -2.851, -1.856]]
}